Record 1
{"formula": "C24H48N2O11Si2", "method": "ωB97M-V with the def2-TZVPD basis set", "elements": ["C", "C", "Si", "N", "C", "C", "O", "C", "N", "O", "Si", "C", "C", "C", "O", "H", "H", "H", "H", "H", "H", "H", "H", "H", "H", "H", "H", "H", "H", "H", "H", "O", "C", "O", "C", "C", "C", "H", "H", "H", "H", "H", "H", "H", "H", "O", "C", "O", "C", "C", "C", "H", "H", "H", "H", "H", "H", "H", "H", "O", "C", "O", "C", "C", "C", "H", "H", "H", "H", "H", "H", "H", "H", "O", "C", "O", "C", "C", "C", "H", "H", "H", "H", "H", "H", "H", "H"], "xyz": [[-3.03408, -0.83779, -1.22309], [-1.78425, -1.16813, -1.82121], [-0.15449, -1.72222, -2.76646], [-0.50905, -3.35292, -3.43599], [0.68637, -3.98807, -4.11373], [1.03261, -3.39463, -5.60548], [0.09506, -0.46895, -4.00928], [-1.23536, -0.35149, -4.68946], [-2.13548, -0.41517, -5.64191], [1.23864, -1.63853, -1.69887], [0.79997, -2.13115, -0.07008], [0.73425, -0.70807, 1.22537], [-0.06565, 0.63888, 0.74173], [0.37981, 1.84138, 1.81520], [0.30317, 1.13779, -0.59214], [-4.19329, -0.69585, -1.01069], [-1.37101, -3.38102, -4.02448], [1.62960, -4.02449, -3.38283], [0.39837, -5.13488, -4.27802], [0.71865, -2.28132, -5.78236], [2.21929, -3.44042, -5.72474], [0.55758, -4.02156, -6.49667], [1.84670, -3.08569, 0.37078], [-0.44901, -2.89745, -0.08583], [0.13574, -1.13033, 2.16512], [1.79355, -0.40320, 1.63859], [-1.24676, 0.56829, 0.84961], [0.57874, 1.38407, 2.88809], [-0.45965, 2.67577, 1.83562], [1.37610, 2.29308, 1.36077], [1.27088, 1.38966, -0.65527], [-3.50701, 0.61881, 2.88974], [-4.10595, 1.69365, 2.85796], [-3.52605, 2.78228, 2.30677], [-4.19721, 4.03278, 2.06832], [-4.20126, 4.89160, 3.31724], [-5.44980, 1.83375, 3.50960], [-5.20031, 3.86837, 1.66335], [-3.62819, 4.54445, 1.28412], [-4.74237, 4.41137, 4.13665], [-4.66696, 5.86131, 3.11737], [-3.17790, 5.05746, 3.67036], [-5.31388, 1.97686, 4.58539], [-6.01812, 0.91498, 3.33474], [-6.05224, 2.64589, 3.10798], [2.74268, 4.67546, 4.43222], [3.47767, 3.69811, 4.57212], [3.12637, 2.50021, 4.05555], [3.98328, 1.34470, 4.01605], [3.93386, 0.58912, 5.32908], [4.72874, 3.80009, 5.39349], [5.00083, 1.62101, 3.72371], [3.59735, 0.70073, 3.21796], [4.29183, 1.20063, 6.16141], [4.54658, -0.31588, 5.27695], [2.90354, 0.30467, 5.56782], [4.47013, 3.71816, 6.45306], [5.18845, 4.77550, 5.20657], [5.48187, 3.05542, 5.14437], [1.51215, -1.07569, -9.35898], [0.91321, -0.00085, -9.39075], [1.49311, 1.08779, -9.94194], [0.82195, 2.33828, -10.18039], [0.81790, 3.19710, -8.93147], [-0.43064, 0.13925, -8.73911], [-0.18115, 2.17388, -10.58536], [1.39097, 2.84996, -10.96459], [0.27679, 2.71687, -8.11206], [0.35220, 4.16681, -9.13134], [1.84126, 3.36297, -8.57835], [-0.29472, 0.28236, -7.66333], [-0.99896, -0.77952, -8.91397], [-1.03308, 0.95139, -9.14073], [0.93759, -1.88273, 3.99073], [0.58809, -2.88617, 4.61198], [0.64667, -4.10413, 4.03028], [0.42438, -5.34900, 4.71726], [-1.05605, -5.66227, 4.80430], [0.00829, -2.76266, 5.98994], [0.91649, -5.35080, 5.69453], [0.91957, -6.12372, 4.12130], [-1.59731, -4.90312, 5.37490], [-1.21768, -6.63347, 5.28159], [-1.50204, -5.68177, 3.80421], [-1.04592, -2.48188, 5.91192], [0.55331, -1.98042, 6.52730], [0.10066, -3.66560, 6.58992]], "forces_ev_per_a": [[7.852, -2.663, -5.028], [-9.330, 2.287, 4.052], [0.041, 0.117, 1.584], [1.324, 1.901, -0.096], [0.010, -1.830, -0.901], [1.131, -0.066, -0.412], [-5.377, -0.552, -1.048], [-2.453, -1.243, -6.557], [7.755, 0.740, 8.692], [-3.502, -0.876, -0.886], [1.086, 0.945, 0.238], [-1.032, 0.897, 0.532], [0.797, 1.507, 2.132], [-0.177, -0.411, -0.642], [0.331, -0.603, 0.710], [3.294, -0.298, -0.371], [1.050, 0.014, 0.660], [-2.180, 0.517, -1.629], [0.702, 2.407, 0.427], [0.547, -2.096, 0.617], [-2.608, 0.099, 0.043], [0.951, 1.227, 2.119], [0.065, 0.091, -0.194], [-0.228, 0.029, -0.203], [1.382, 0.871, -2.108], [-1.970, -0.613, -0.929], [2.664, -0.218, -0.803], [-0.470, 1.139, -2.217], [1.877, -1.709, 0.088], [-1.944, -0.789, 1.238], [-1.681, -0.639, 0.628], [-0.847, 2.192, -0.312], [1.021, -1.505, 0.239], [0.208, -0.470, -0.293], [-0.046, 0.163, 0.170], [0.028, -0.004, 0.252], [-0.652, -0.093, -0.273], [0.067, -0.075, 0.135], [0.042, -0.374, 0.131], [-0.050, 0.069, -0.119], [0.067, -0.114, -0.001], [-0.134, 0.011, -0.169], [-0.013, -0.030, -0.158], [0.276, 0.068, 0.214], [0.093, 0.127, 0.145], [1.212, -2.122, 0.045], [-1.264, 1.444, -0.040], [-0.202, 0.354, -0.348], [0.018, -0.109, 0.189], [-0.064, 0.012, 0.261], [0.673, 0.166, -0.194], [-0.086, 0.076, 0.123], [-0.133, 0.341, 0.100], [0.089, -0.053, -0.106], [-0.087, 0.094, -0.027], [0.141, -0.024, -0.191], [0.031, 0.023, -0.156], [-0.294, -0.093, 0.182], [-0.091, -0.129, 0.142], [-0.822, 2.255, -0.303], [0.837, -1.675, 0.336], [0.297, -0.305, -0.369], [-0.046, 0.086, 0.197], [0.003, -0.004, 0.255], [-0.561, -0.087, -0.316], [0.067, -0.067, 0.148], [0.043, -0.362, 0.124], [-0.045, 0.069, -0.128], [0.063, -0.108, 0.003], [-0.132, 0.010, -0.165], [-0.065, -0.046, -0.148], [0.271, 0.079, 0.246], [0.079, 0.126, 0.157], [-0.380, -2.225, 1.091], [0.232, 1.389, -0.853], [0.454, 0.365, -0.263], [-0.234, -0.090, 0.076], [-0.231, 0.102, -0.006], [0.327, -0.026, 0.610], [-0.103, 0.125, -0.066], [0.020, 0.395, -0.044], [0.088, -0.113, 0.037], [0.042, 0.105, -0.069], [0.155, -0.070, 0.129], [0.156, -0.014, -0.008], [-0.243, 0.024, -0.263], [-0.181, -0.063, -0.086]], "mulliken_charge": [-0.3745, -0.1157, 0.7107, -0.2525, -0.4829, -0.6124, -0.3220, 0.4573, -0.5136, -0.3461, 0.4476, 0.4028, 0.3329, -0.5748, -0.4809, 0.3229, 0.3275, 0.2477, 0.2987, 0.0593, 0.2520, 0.2877, -0.2506, -0.1340, 0.0276, -0.4015, -0.1031, 0.1408, 0.0895, 0.2657, 0.3498, -0.5474, 0.8483, -0.2986, -0.4141, -0.9765, -1.1867, 0.3472, 0.3340, 0.2708, 0.3709, 0.2969, 0.2775, 0.3077, 0.3738, -0.5956, 0.7697, -0.3317, -0.1914, -0.9888, -0.9767, 0.3626, 0.0811, 0.3358, 0.3663, 0.2497, 0.2425, 0.3057, 0.3358, -0.5947, 0.7027, -0.3574, -0.3981, -0.8903, -0.7347, 0.3635, 0.2944, 0.2362, 0.3385, 0.2972, 0.0760, 0.3207, 0.3256, -0.5868, 0.8706, -0.3798, -0.4020, -0.9823, -1.0759, 0.3524, 0.3439, 0.2717, 0.3697, 0.2953, 0.2591, 0.2983, 0.3615], "lumo_ha": 0.006, "multiplicity": 1, "total_charge": 0, "homo_ha": -0.3329, "gap_ev": 9.219}

=====

Record 2
{"formula": "C29H72N4O9", "method": "ωB97M-V with the def2-TZVPD basis set", "elements": ["C", "C", "C", "C", "C", "C", "C", "C", "C", "N", "O", "H", "H", "H", "H", "H", "H", "H", "H", "H", "H", "H", "H", "H", "H", "H", "H", "H", "H", "H", "C", "O", "C", "C", "N", "C", "C", "O", "C", "H", "H", "H", "H", "H", "H", "H", "H", "H", "H", "H", "H", "H", "H", "H", "C", "O", "C", "C", "N", "C", "C", "O", "C", "H", "H", "H", "H", "H", "H", "H", "H", "H", "H", "H", "H", "H", "H", "H", "C", "O", "C", "C", "N", "C", "C", "O", "C", "H", "H", "H", "H", "H", "H", "H", "H", "H", "H", "H", "H", "H", "H", "H", "C", "O", "H", "H", "H", "H", "C", "O", "H", "H", "H", "H"], "xyz": [[30.36177, 13.51924, -5.74657], [31.54013, 12.65641, -6.28160], [31.92037, 11.54668, -5.24260], [31.08313, 11.95997, -7.57917], [32.30364, 11.25828, -8.26691], [33.35230, 12.30200, -8.58334], [33.85138, 12.99706, -7.34897], [34.84031, 12.04549, -6.47618], [34.77942, 14.10171, -7.93705], [32.73286, 13.51062, -6.55033], [33.17045, 14.26331, -5.36261], [30.40260, 14.48498, -6.25034], [29.36576, 13.11347, -5.92380], [30.35224, 13.84358, -4.70599], [32.70004, 10.93398, -5.69517], [32.34790, 11.96881, -4.33314], [31.01740, 11.02653, -4.92292], [30.28527, 11.25910, -7.33361], [30.60033, 12.68394, -8.23558], [32.74105, 10.53506, -7.57864], [32.01792, 10.54563, -9.04060], [32.92711, 12.95066, -9.34920], [34.05409, 11.72862, -9.18901], [34.75846, 12.02282, -5.38950], [35.88336, 12.31268, -6.64573], [34.78276, 10.97653, -6.68138], [35.47069, 13.71796, -8.68737], [35.27159, 14.72842, -7.19334], [34.20949, 14.82942, -8.51474], [32.60663, 15.03965, -5.39417], [23.70633, 12.91889, 4.56915], [23.79968, 13.16357, 3.15803], [23.91420, 12.04060, 2.28932], [25.10204, 11.03587, 2.30506], [26.29673, 11.76870, 1.93676], [26.82175, 12.58944, 3.01582], [26.64603, 14.04828, 2.48085], [27.56900, 14.30844, 1.46544], [27.72864, 15.64725, 1.13659], [23.11916, 13.64632, 5.12966], [24.68419, 12.87417, 5.04862], [23.21596, 11.96957, 4.78464], [23.73402, 12.51169, 1.32303], [23.06837, 11.48780, 2.69808], [24.79366, 10.34681, 1.51880], [25.21597, 10.48596, 3.23925], [26.37190, 12.28187, 1.07010], [27.86126, 12.35024, 3.24009], [26.33062, 12.41041, 3.97229], [26.66647, 14.62306, 3.40676], [25.67658, 14.36750, 2.09827], [26.83004, 16.17370, 0.81493], [28.31768, 15.39614, 0.25450], [28.31146, 16.17361, 1.89247], [24.02468, 16.45035, -1.44069], [24.70113, 17.43073, -0.66174], [24.33605, 17.62640, 0.74217], [25.04724, 18.86562, 1.38108], [25.64890, 19.83025, 0.42711], [24.87044, 21.07821, 0.23645], [24.84830, 21.98384, 1.44617], [23.96507, 21.64822, 2.46481], [24.09483, 22.64644, 3.53761], [22.95337, 16.64281, -1.38277], [24.26045, 15.43849, -1.11105], [24.38969, 16.66114, -2.44589], [24.42748, 16.70977, 1.32486], [23.25233, 17.73454, 0.78634], [25.92156, 18.61610, 1.98226], [24.42404, 19.28625, 2.17026], [25.43498, 19.32314, -0.41975], [23.92724, 20.95757, -0.29640], [25.45227, 21.63257, -0.49993], [24.57236, 22.96488, 1.05949], [25.84923, 22.04007, 1.87405], [24.99813, 22.27223, 4.01938], [23.23712, 22.54193, 4.20207], [24.19345, 23.67294, 3.18454], [22.07485, 13.44017, -2.77872], [22.12499, 13.49619, -1.36094], [20.78672, 13.79684, -0.87301], [20.49118, 12.98434, 0.35073], [19.39006, 13.40255, 1.22296], [19.29731, 12.59664, 2.50359], [18.01415, 12.92133, 3.30241], [17.58106, 14.21812, 3.15523], [16.35799, 14.48107, 3.89931], [21.50342, 14.31549, -3.08757], [21.64400, 12.59336, -3.31293], [23.07217, 13.22243, -3.16087], [19.97344, 13.55324, -1.55663], [20.80283, 14.86210, -0.64269], [21.40499, 12.72985, 0.88764], [20.20073, 11.96594, 0.09263], [19.15799, 14.37333, 1.37736], [20.09750, 12.88545, 3.18505], [19.28058, 11.52118, 2.32689], [18.16823, 12.51308, 4.30125], [17.17575, 12.32540, 2.94179], [15.48587, 13.83940, 3.77377], [16.08017, 15.46407, 3.51901], [16.55783, 14.45212, 4.97045], [29.17449, 11.78527, -1.29512], [28.45167, 11.55176, -0.17281], [29.67029, 12.75164, -1.20339], [29.92332, 11.01143, -1.46403], [28.54082, 11.76475, -2.18176], [28.62513, 12.23863, 0.47506], [26.21447, 13.09040, -2.03392], [26.86262, 13.53073, -3.22430], [25.72350, 12.11772, -2.06465], [26.87168, 13.10141, -1.16441], [25.42481, 13.80692, -1.80777], [27.49983, 12.92300, -3.60670]], "forces_ev_per_a": [[0.382, 0.906, -0.257], [0.340, -0.630, 1.597], [-0.151, 0.900, -0.206], [0.905, -0.357, -0.231], [-1.308, -0.148, 1.265], [-1.512, -1.880, -1.393], [2.540, -0.172, 1.290], [0.011, -0.107, -0.356], [-0.888, 1.088, 0.293], [-0.865, 1.374, -0.758], [-0.099, -1.601, -1.077], [-0.159, 0.018, -0.498], [0.174, -0.370, -0.251], [0.565, -0.608, 0.328], [-0.479, -0.424, 0.334], [0.024, 0.312, -0.088], [0.126, -0.458, -0.265], [0.117, -0.188, 0.221], [0.288, 0.198, -0.244], [0.034, 0.147, 0.434], [-0.185, 0.720, -0.722], [-0.082, 0.716, 0.385], [1.093, 0.402, 0.598], [-0.586, 0.831, 0.021], [-0.030, 0.125, -0.262], [-0.269, -0.067, -0.629], [0.242, -0.414, 0.494], [0.294, -0.443, 0.178], [-0.535, -0.034, 0.006], [-0.018, 0.163, -0.182], [0.180, -0.641, -0.509], [0.932, 1.292, 1.534], [-1.466, -0.920, 1.984], [-0.574, 2.636, -1.524], [1.253, -1.862, 1.353], [-0.756, 1.020, -1.935], [-0.256, -0.250, 2.138], [-0.247, -1.379, 1.488], [1.115, -0.531, -1.422], [-0.019, 0.505, -0.693], [0.186, 0.034, -0.074], [-0.091, -0.375, -0.224], [0.132, -0.612, -0.228], [-0.717, -0.843, -1.117], [0.263, -0.343, -0.013], [0.101, 0.185, 0.000], [-0.688, -0.555, -0.139], [0.408, 0.381, -0.292], [-0.437, 0.223, -0.254], [1.131, 1.099, 0.011], [-0.537, -1.005, -0.034], [-0.273, -0.020, 0.289], [0.436, 1.652, -0.392], [-0.137, 0.264, 0.000], [0.210, 0.965, 0.690], [0.672, 0.631, 1.488], [-0.710, -0.096, -0.960], [1.073, -0.540, 0.677], [-2.103, -0.030, -0.199], [1.060, -0.211, -0.083], [0.067, 0.263, -0.735], [-1.234, 0.905, 0.932], [0.183, -2.094, -0.632], [-0.248, -0.265, -0.107], [-0.102, -0.052, -0.060], [-0.165, -0.437, -0.051], [0.870, -0.183, 0.083], [-0.333, 0.589, -0.271], [0.034, -1.055, -0.039], [-0.523, 0.374, -0.551], [0.836, -0.014, -0.779], [-0.607, -0.200, 0.597], [0.226, 0.226, -0.019], [0.101, 0.433, 0.003], [0.437, 0.047, -0.189], [0.134, 0.796, 0.620], [0.074, -0.005, -0.139], [0.002, -0.085, -0.209], [0.516, -0.194, -0.216], [-1.631, -1.041, -0.414], [0.489, 0.098, 0.579], [-0.204, -1.302, 1.525], [-0.502, -1.320, 0.826], [-0.650, 2.272, -0.632], [-0.433, -2.067, -1.396], [-0.942, 0.994, 1.143], [1.045, 0.748, -0.504], [0.757, 0.284, -0.776], [-1.259, -0.650, 0.975], [0.513, 1.442, 0.139], [0.354, 0.293, -0.616], [-0.345, 0.193, 0.001], [0.500, 0.851, 0.408], [-0.113, -0.173, -0.775], [0.555, -0.014, -0.042], [0.624, -0.324, -0.142], [0.303, 0.083, -0.241], [0.141, 0.696, 0.684], [-0.029, -0.631, -0.394], [0.345, -0.670, -0.762], [-0.115, 0.077, 0.570], [0.173, 0.386, 0.091], [1.265, 0.414, -1.393], [-1.274, -0.630, 1.829], [0.207, 0.089, -0.560], [0.285, -0.077, 0.082], [-0.124, 0.184, -0.093], [-0.149, -0.040, 0.151], [0.056, 0.311, 0.328], [-0.541, 0.353, -0.081], [0.196, -0.241, -0.433], [0.203, -0.082, -0.088], [0.045, 0.104, -0.298], [-0.124, -0.332, 0.483]], "mulliken_charge": [-2.0833, 1.7590, -1.6865, -1.2040, -0.7663, -1.3501, 1.5772, -1.6715, -1.9863, 0.1833, -0.4552, 0.4520, 0.3741, 0.4336, 0.3524, 0.3396, 0.4049, 0.5052, 0.3895, 0.2898, 0.4476, 0.4327, 0.4561, 0.3575, 0.4220, 0.3749, 0.4234, 0.3828, 0.4945, 0.3457, -0.8610, -0.2456, -0.4110, -1.1234, 0.0886, -0.7167, -0.3611, -0.1715, -0.6926, 0.2700, 0.2807, 0.3821, 0.1612, 0.6959, 0.4232, 0.3736, -0.0266, 0.3640, 0.1698, 0.4209, 0.1955, 0.1962, 0.2730, 0.2554, -0.3787, -0.4892, -0.1052, -0.6885, -0.4211, -0.8163, -0.4612, -0.3294, -0.7481, 0.3415, -0.1677, 0.3328, 0.1106, 0.5520, 0.2473, 0.2764, 0.3130, 0.3937, 0.4186, 0.4077, 0.3346, 0.3379, 0.2330, 0.3031, -0.8513, -0.1272, -0.3627, -0.1171, -0.2274, -0.2540, -0.6420, -0.3160, -0.7831, 0.4322, 0.3270, 0.1348, 0.3874, 0.2413, -0.1904, 0.2026, 0.2563, 0.0903, 0.2890, 0.3664, 0.3603, 0.3254, 0.2450, 0.3143, -0.5765, -0.4742, 0.3158, 0.3205, 0.1038, 0.2685, -0.4555, -0.5222, 0.2716, 0.4265, -0.0136, 0.3020], "lumo_ha": 0.027, "multiplicity": 1, "total_charge": 0, "smiles": "CC1(C)CCCC(C)(C)N1O.COCCNCCOC.COCCNCCOC.COCCNCCOC.CO.CO", "relative_energy_kcal_mol": 15.2, "homo_ha": -0.2841, "gap_ev": 8.464}